DFT (the ωB97M-V functional and the def2-TZVPD basis) results for the molecule C6H8.

Each line ends with the Löwdin charge.
Cartesian coordinates (Å):
H (0.584, 0.544, 2.266)  0.066
C (-1.528, 0.273, 0.313)  -0.040
H (2.326, 0.489, 2.003)  0.026
C (-0.064, -0.199, -1.837)  -0.159
H (-1.527, 1.228, 0.858)  0.086
H (1.763, 0.204, -0.647)  0.094
C (0.009, -1.446, -1.505)  0.163
H (-1.527, -0.519, 0.998)  0.063
C (1.395, 0.387, 1.500)  0.016
H (-2.367, 0.436, -0.292)  0.059
C (1.124, 0.190, 0.194)  -0.220
H (-0.187, 0.331, -2.680)  0.053
C (-0.156, 0.266, -0.375)  -0.259
H (0.156, -2.184, -0.797)  0.053

HOMO level (spin up / spin down): -7.32 / -7.37 eV
Kohn-Sham gap (spin up / spin down): 7.722 / 7.674 eV
charge: 0
strongest force on any atom: 4.67 eV/A
energy above the lowest of the compared OMol25 structures with the same formula, charge and spin: 111.3 kcal/mol
total energy: -6345.956 eV